1.
The following is a quantum chemistry calculation of a molecular structure, C35H34BN8Pt, from the OMol25 dataset.

Last column: natural (NBO) charge in e.
Atoms and positions in Å:
1 Pt 0.0438 0.0730 0.2787  1.188
2 C -2.2996 -2.7068 -3.8925  -0.647
3 C -1.5482 -2.6175 -2.6093  0.232
4 C -1.0280 -3.6456 -1.8516  -0.327
5 C -0.4115 -3.0469 -0.7445  0.166
6 N -0.5275 -1.7141 -0.8727  -0.353
7 N -1.2390 -1.4639 -1.9907  -0.318
8 B -1.6709 -0.0448 -2.3974  0.510
9 N -0.4336 0.8370 -2.6141  -0.324
10 N 0.5023 1.0844 -1.6715  -0.354
11 C 1.4308 1.8923 -2.2201  0.171
12 C 1.0598 2.1478 -3.5477  -0.325
13 C -0.1186 1.4704 -3.7604  0.232
14 C -0.9422 1.4122 -5.0013  -0.646
15 C 2.6434 2.4226 -1.5781  -0.097
16 C 2.9474 2.1868 -0.2432  -0.154
17 C 4.1097 2.6716 0.3315  -0.214
18 C 4.9915 3.4283 -0.4243  -0.198
19 C 4.6924 3.6945 -1.7523  -0.201
20 C 3.5361 3.1947 -2.3253  -0.168
21 N -2.5238 0.5303 -1.2585  -0.316
22 N -2.0376 0.6609 -0.0090  -0.358
23 C -3.0222 1.1236 0.7767  0.167
24 C -4.1602 1.3110 -0.0191  -0.324
25 C -3.8100 0.9193 -1.2957  0.233
26 C -4.6507 0.9343 -2.5258  -0.647
27 C -2.9022 1.4121 2.2115  -0.096
28 C -3.8440 2.2418 2.8213  -0.169
29 C -3.7504 2.5402 4.1698  -0.195
30 C -2.7084 2.0276 4.9276  -0.195
31 C -1.7739 1.1900 4.3380  -0.231
32 C -1.8811 0.8756 2.9938  -0.143
33 C 0.2714 -3.7554 0.3458  -0.101
34 C 0.7166 -5.0620 0.1282  -0.173
35 C 1.3517 -5.7691 1.1334  -0.201
36 C 1.5721 -5.1775 2.3692  -0.197
37 C 1.1294 -3.8848 2.6003  -0.230
38 C 0.4693 -3.1883 1.6016  -0.131
39 H -2.3503 -3.7471 -4.2042  0.239
40 H -3.3147 -2.3237 -3.7871  0.233
41 H -1.8062 -2.1365 -4.6794  0.232
42 H -1.1398 -4.6985 -2.0398  0.238
43 H -2.3129 -0.0936 -3.3875  -0.010
44 H 1.5780 2.7541 -4.2678  0.234
45 H -0.4757 2.0067 -5.7827  0.239
46 H -1.0389 0.3877 -5.3602  0.231
47 H -1.9439 1.8028 -4.8225  0.231
48 H 2.2470 1.6308 0.3478  0.189
49 H 4.3282 2.4635 1.3724  0.212
50 H 5.9012 3.8138 0.0163  0.223
51 H 5.3643 4.2951 -2.3509  0.224
52 H 3.3311 3.4109 -3.3638  0.213
53 H -5.1304 1.6511 0.2964  0.237
54 H -5.6256 1.3507 -2.2850  0.239
55 H -4.1953 1.5494 -3.3018  0.232
56 H -4.7900 -0.0704 -2.9250  0.232
57 H -4.6436 2.6711 2.2337  0.218
58 H -4.4916 3.1787 4.6314  0.226
59 H -2.6278 2.2770 5.9771  0.224
60 H -0.9730 0.7780 4.9388  0.219
61 H -1.1901 0.1776 2.5342  0.180
62 H 0.5761 -5.5226 -0.8397  0.218
63 H 1.6756 -6.7846 0.9492  0.226
64 H 2.0781 -5.7295 3.1503  0.224
65 H 1.2967 -3.4254 3.5671  0.219
66 H 0.0725 -2.1996 1.8001  0.184
67 N 3.0433 -1.1991 0.7955  -0.769
68 C 2.7493 -0.5056 1.9131  0.429
69 C 3.5477 -0.6020 3.0666  -0.293
70 C 3.2910 0.2243 4.1307  -0.113
71 C 2.2629 1.1680 4.0337  -0.295
72 C 1.4818 1.1633 2.9091  0.057
73 N 1.6735 0.3064 1.8853  -0.647
74 H 3.8474 -1.7975 0.7533  0.415
75 H 2.5338 -1.0189 -0.0529  0.408
76 H 4.3598 -1.3162 3.0789  0.233
77 H 3.8920 0.1602 5.0275  0.236
78 H 2.0697 1.8808 4.8214  0.241
79 H 0.6651 1.8632 2.7979  0.225

The value obtained for the LUMO energy (alpha / beta) is -2.21 / -4.16 eV. The maximum force comes out at 0.0141 hartree/bohr. Its charge is +1. Its spin multiplicity is 3. The calculation puts the electronic energy at -52687.99524 eV. The calculation puts the frontier orbital gap (alpha / beta) at 8.626 / 6.666 eV.

***

2.
The following is a quantum chemistry calculation of a single C6H9N molecule, from the OMol25 dataset.

Last column: natural (NBO) charge in e.
Atoms and positions in Å:
1 C -1.4175 -0.0057 2.2837  -0.681
2 C -0.1135 0.4000 1.7614  -0.006
3 C 0.8807 0.5890 1.1026  -0.016
4 C 1.6651 0.3948 -0.1339  -0.471
5 C 0.6465 -0.4314 -0.9284  -0.064
6 C -0.3748 0.2714 -1.7336  -0.268
7 N 0.6370 -0.5802 -2.3757  -0.589
8 H -2.1805 0.2064 1.5270  0.232
9 H -1.7089 0.4854 3.2116  0.235
10 H -1.4281 -1.0871 2.4467  0.232
11 H 2.6154 -0.1181 0.0558  0.231
12 H 1.9075 1.3402 -0.6314  0.232
13 H 0.3113 -1.2843 -0.3366  0.194
14 H -0.2312 1.3304 -1.9408  0.195
15 H -1.4199 -0.0359 -1.6961  0.192
16 H 0.2110 -1.4750 -2.6122  0.350

The value obtained for the LUMO energy is 0.95 eV. The maximum force comes out at 0.0113 hartree/bohr. The calculation puts the electronic energy at -7854.74385 eV. The calculation puts the frontier orbital gap at 10.365 eV.

***

3.
The following is a quantum chemistry calculation of a single C2H4N4O molecule, from the OMol25 dataset.

Last column: natural (NBO) charge in e.
Atoms and positions in Å:
1 N 2.2361 0.2383 0.2711  -0.817
2 C 0.8951 0.1487 -0.0897  0.469
3 N 0.4856 -1.0605 -0.4079  -0.368
4 N -0.8617 -0.9332 -0.3542  -0.391
5 C -1.2012 0.3093 -0.0058  0.637
6 O -2.5179 0.3841 0.3138  -0.679
7 N -0.1184 1.0804 0.0955  -0.554
8 H 2.6723 -0.6648 0.1169  0.393
9 H 2.8362 1.0108 0.0329  0.389
10 H -1.4503 -1.7413 -0.2572  0.411
11 H -2.9757 1.2281 0.2845  0.510

The value obtained for the LUMO energy is 0.63 eV. The maximum force comes out at 0.0168 hartree/bohr. The calculation puts the electronic energy at -10146.30118 eV. The calculation puts the frontier orbital gap at 9.083 eV.

***

4.
The following is a quantum chemistry calculation of a gas-phase ion, C3H4NO5P (charge -2) at a distorted geometry, from the OMol25 dataset.

Last column: natural (NBO) charge in e.
Atoms and positions in Å:
1 C -1.1505 -0.9463 1.4778  -0.525
2 C -0.9550 -0.3760 0.2506  -0.120
3 C 0.3205 -0.4195 -0.4620  -0.448
4 N 0.1820 -0.5160 -1.8604  0.486
5 O 1.2882 -0.6134 -2.5017  -0.494
6 O 1.7509 0.5681 1.4461  -1.217
7 O 1.6877 2.0458 -0.7213  -1.186
8 O -0.8812 -0.3001 -2.5363  -0.518
9 O -0.2720 2.0910 0.8932  -1.201
10 P 0.9854 1.4005 0.4220  2.407
11 H -1.9989 -0.5479 1.9328  0.169
12 H -0.3805 -1.4588 2.0373  0.189
13 H -1.7035 0.2043 -0.1944  0.212
14 H 1.1270 -1.1317 -0.1837  0.246

The value obtained for the LUMO energy is 6.85 eV. The maximum force comes out at 0.0795 hartree/bohr. Its charge is -2. The calculation puts the electronic energy at -24190.37141 eV. The calculation puts the frontier orbital gap at 7.229 eV.

***

5.
The following is a quantum chemistry calculation of 2 unconnected molecules or ions with the total composition C6H11N3O3 at a distorted geometry, from the OMol25 dataset.

Last column: natural (NBO) charge in e.
Atoms and positions in Å:
1 C -2.4098 0.0484 -0.3581  0.521
2 C -2.3834 1.5023 -0.2244  0.174
3 C 2.9145 1.3112 -0.9399  -0.634
4 C 3.0904 0.6008 0.3792  -0.072
5 C 1.3655 -0.4956 0.7845  -0.252
6 C 2.7616 -0.9163 0.3638  0.084
7 H -2.5879 -1.9213 0.4274  0.489
8 H -4.3378 -0.0151 0.4506  0.400
9 H 1.9038 1.0850 -1.3666  0.210
10 H 3.6298 0.9962 -1.7025  0.218
11 H 2.9953 2.4065 -0.8118  0.213
12 H 4.0618 0.8522 0.8691  0.182
13 H 1.3327 1.5938 1.0280  0.351
14 H 0.8596 -1.0998 1.5388  0.186
15 H 0.7837 -0.4367 -0.1412  0.205
16 H 3.2871 -1.4427 1.1752  0.164
17 H 3.8186 -1.8519 -0.9302  0.469
18 N -3.6266 -0.4635 -0.0867  -0.274
19 N -2.6081 2.6338 0.0276  -0.219
20 N 1.9048 0.7970 1.2737  -0.617
21 O -3.5768 -1.7913 0.3534  -0.524
22 O -1.4983 -0.7422 -0.6334  -0.566
23 O 2.8913 -1.6219 -0.8538  -0.708

The value obtained for the LUMO energy is -0.51 eV. The maximum force comes out at 0.0749 hartree/bohr. The calculation puts the electronic energy at -17009.40713 eV. The calculation puts the frontier orbital gap at 8.488 eV.

***

6.
The following is a quantum chemistry calculation of a molecular structure, F2Mg3 at a distorted geometry, from the OMol25 dataset.

Last column: natural (NBO) charge in e.
Atoms and positions in Å:
1 Mg -2.2558 1.0915 2.5569  1.955
2 Mg 1.9574 -2.3853 -0.0570  1.629
3 Mg -1.2002 0.5738 -3.1028  1.948
4 F -1.4071 0.2285 0.0921  -0.928
5 F 2.9058 0.4915 0.5108  -0.605

The value obtained for the LUMO energy is -19.22 eV. The maximum force comes out at 0.0535 hartree/bohr. Its charge is +4. The calculation puts the electronic energy at -21713.33743 eV. The calculation puts the frontier orbital gap at 3.354 eV.

***

7.
The following is a quantum chemistry calculation of a molecular structure, C10H20N4O7Ru at a distorted geometry, from the OMol25 dataset.

Last column: natural (NBO) charge in e.
Atoms and positions in Å:
1 O 0.9390 -0.1560 -2.7248  -0.540
2 H 0.4032 -0.6082 -3.4676  0.446
3 Ru 0.3208 -0.3514 0.1422  0.317
4 N 0.0553 1.5312 1.0320  -0.018
5 N 1.9340 0.7211 -0.6439  0.030
6 N -1.1497 -1.3338 1.1164  -0.052
7 N 0.4866 -2.2352 -0.6012  -0.041
8 O -0.7922 1.7780 1.9850  -0.471
9 O -1.9645 -0.7901 2.0752  -0.446
10 O 1.5193 -2.7369 -1.3569  -0.483
11 O 2.9951 0.2261 -1.0960  -0.297
12 C 1.8854 2.0646 -0.3947  0.212
13 C 0.8979 2.4946 0.5598  0.177
14 C -1.3417 -2.6206 0.7767  0.151
15 C -0.4335 -3.1199 -0.2176  0.181
16 C 0.7213 3.8947 1.0249  -0.706
17 H 0.8511 3.9722 2.1202  0.256
18 H -0.2920 4.2369 0.7361  0.305
19 H 1.4693 4.5191 0.5234  0.232
20 C 2.8504 2.9717 -1.0935  -0.686
21 H 2.2897 3.6684 -1.7501  0.258
22 H 3.5219 2.3206 -1.6810  0.268
23 H 3.4079 3.5159 -0.3033  0.253
24 C -2.4724 -3.4113 1.3276  -0.681
25 C -0.5103 -4.4894 -0.8131  -0.679
26 H -2.9979 -2.8932 2.1334  0.263
27 H -2.1549 -4.3964 1.6881  0.254
28 H -3.2035 -3.6275 0.5398  0.250
29 H 0.3448 -4.6326 -1.4903  0.265
30 H -1.4539 -4.5697 -1.3790  0.249
31 H -0.5051 -5.2516 -0.0134  0.256
32 H -1.6752 0.1756 2.1476  0.524
33 H 1.6709 -2.0199 -2.0652  0.527
34 C -0.8009 0.2564 -1.3414  -0.689
35 H -0.9520 1.2723 -0.9716  0.234
36 H -1.3980 -0.6153 -0.8235  0.263
37 H -1.1783 0.1334 -2.4027  0.255
38 O -2.2075 3.9464 0.6111  -0.958
39 H -2.7172 4.6440 1.0363  0.487
40 H -2.1600 3.1930 1.2515  0.487
41 O 2.2559 -0.9580 2.3437  -0.384
42 C 1.5409 -0.7192 1.4597  0.728

The value obtained for the LUMO energy (alpha / beta) is -3.86 / -7.00 eV. The maximum force comes out at 0.1321 hartree/bohr. Its charge is +1. Its spin multiplicity is 6. The calculation puts the electronic energy at -33550.12151 eV. The calculation puts the frontier orbital gap (alpha / beta) at 6.887 / 5.784 eV.